(1)
{
  "formula": "H46O23",
  "method": "ωB97M-V/def2-TZVPD",
  "symbols": ["O", "H", "H", "O", "H", "H", "O", "H", "H", "O", "H", "H", "O", "H", "H", "O", "H", "H", "O", "H", "H", "O", "H", "H", "O", "H", "H", "O", "H", "H", "O", "H", "H", "O", "H", "H", "O", "H", "H", "O", "H", "H", "O", "H", "H", "O", "H", "H", "O", "H", "H", "O", "H", "H", "O", "H", "H", "O", "H", "H", "O", "H", "H", "O", "H", "H", "O", "H", "H"],
  "coordinates": [[2.2371, -2.7111, 2.7526], [1.2912, -2.6489, 2.5771], [2.2633, -3.2717, 3.4974], [-1.5290, -3.0473, -3.5400], [-2.3923, -2.6881, -3.6561], [-1.6036, -3.9727, -3.8267], [1.1794, 5.1777, -1.2728], [2.0302, 4.8791, -1.5839], [0.4943, 4.7308, -1.7579], [-4.6908, 0.5856, -0.5792], [-5.2307, 1.3025, -0.1212], [-4.0678, 1.1588, -1.1338], [1.9273, 3.4584, 0.9735], [1.7127, 3.9358, 0.0947], [2.8687, 3.2223, 1.0420], [2.3736, -3.6185, 0.0623], [1.3974, -3.4404, -0.0330], [2.6172, -3.5080, 1.0244], [-0.5274, -2.5870, 3.3588], [-1.2518, -3.2404, 3.0904], [-0.9755, -1.7415, 3.3994], [-2.6895, -3.7580, 1.6668], [-3.0512, -4.6790, 1.7391], [-2.0338, -3.6816, 0.9804], [-1.2932, 2.4647, 1.8024], [-0.4165, 2.5436, 2.1425], [-1.3319, 3.0457, 1.0262], [2.5923, 0.7402, 3.3078], [2.2161, -0.1885, 3.1934], [1.9947, 1.3504, 3.6871], [-2.4212, 1.1600, -1.9199], [-2.2027, 0.2995, -2.2759], [-1.8864, 1.2270, -1.0950], [2.5678, -1.5103, -1.7867], [3.4136, -1.6565, -2.1865], [2.5911, -2.0898, -1.0380], [-3.5844, -1.3490, -3.1351], [-3.4384, -1.6537, -2.2442], [-4.2239, -0.6881, -3.0653], [2.1287, 1.2101, -1.2420], [2.3750, 0.2647, -1.4076], [2.5395, 1.4624, -0.4507], [-0.3628, -3.1232, -0.2589], [-0.4254, -2.1633, 0.0107], [-0.4999, -3.1262, -1.2074], [-0.2010, -0.8103, -3.0318], [0.7288, -0.8286, -2.8713], [-0.4900, -1.6085, -3.4785], [0.9520, 3.0324, 3.5032], [1.2837, 3.5663, 2.7192], [1.0887, 3.5365, 4.2843], [3.1768, 3.4789, -2.5087], [2.7224, 3.3168, -3.3441], [2.9354, 2.6031, -2.1135], [-3.4606, -1.6545, 0.2339], [-3.8059, -0.7655, 0.3720], [-3.6678, -2.2412, 0.9875], [3.5611, 0.8275, 0.8787], [3.2712, 0.8716, 1.8229], [4.4854, 0.6095, 0.8573], [-1.4449, 0.0807, 3.3536], [-1.5021, 0.6921, 2.5300], [-2.3236, -0.0576, 3.7037], [-0.4187, -0.2470, -0.2414], [0.1517, 0.3462, 0.3182], [-0.2784, -0.1688, -1.2026], [0.3132, 2.8288, -2.5200], [-0.5626, 2.4144, -2.7703], [0.8043, 2.1007, -2.0938]],
  "atomic_forces_ev_per_a": [[0.3, 1.0, -1.4], [-0.6, 0.1, 0.1], [0.2, -1.0, 1.5], [1.1, -1.6, 0.0], [-1.3, 0.8, -0.2], [0.2, 0.5, 0.1], [-0.1, 1.0, 1.6], [0.4, -0.5, -0.9], [0.0, -0.7, -0.6], [-0.5, 3.1, 0.1], [0.8, -1.6, -0.7], [-0.5, -1.3, 0.7], [-0.3, 0.6, -1.1], [0.6, -0.6, 1.6], [-0.5, 0.2, -0.5], [-0.2, 0.5, 0.6], [0.8, -0.4, 0.5], [-0.7, 0.0, -1.2], [-1.0, -2.1, -0.5], [1.3, 1.3, 0.3], [-0.1, 0.8, -0.1], [-1.3, -1.3, 1.5], [0.9, 1.3, -0.5], [0.6, -0.3, -0.9], [-1.3, -0.1, -1.0], [1.1, 0.3, 0.7], [0.1, -0.3, 0.3], [1.2, -3.1, -1.0], [0.4, 1.9, 0.6], [-1.6, 1.0, 0.5], [0.5, 1.1, 0.8], [0.2, -0.5, -0.3], [-0.5, -0.3, -0.7], [-0.5, 1.2, -1.0], [0.7, 0.0, -0.6], [-0.2, -1.2, 1.5], [1.7, -1.5, -0.7], [-0.1, -0.2, 1.0], [-1.7, 1.6, 0.1], [-1.2, -1.1, -2.8], [-0.1, 0.6, 0.3], [1.1, 0.2, 2.3], [0.0, 0.8, 0.9], [-0.1, -0.7, -0.5], [-0.2, 0.1, -0.4], [-1.0, 1.3, 0.3], [1.2, -0.5, -0.1], [0.1, -0.5, -0.1], [0.3, -0.1, -1.9], [-0.2, -0.7, 0.9], [0.0, 0.8, 0.9], [-0.3, -1.1, 0.0], [0.0, 0.7, -0.3], [0.4, 0.6, 0.3], [0.1, -0.6, 0.1], [-0.3, 0.0, 0.0], [0.2, 0.5, -0.5], [-0.3, 0.3, 0.2], [0.1, 0.0, -0.1], [0.5, -0.1, 0.1], [0.5, 1.0, -1.7], [-0.3, -1.3, 1.9], [-0.4, 0.3, -0.2], [0.1, 0.4, 1.2], [-0.6, -0.7, -1.5], [0.5, 0.1, 0.4], [-1.8, -0.9, -0.5], [1.3, 0.6, 0.3], [0.1, 0.2, 0.1]],
  "lowdin_charge": [-0.0361, 0.0113, 0.0328, -0.0351, -0.0031, 0.0821, -0.0566, -0.0015, 0.0093, -0.1178, 0.0860, 0.0381, -0.0826, 0.0595, 0.0549, -0.1118, 0.0090, 0.0355, -0.0827, 0.0580, -0.0185, -0.0679, 0.0953, 0.0073, -0.0401, -0.0201, 0.0660, -0.0441, 0.0901, -0.0056, -0.0599, 0.0104, 0.0547, -0.0182, 0.0618, 0.0010, -0.0085, 0.0316, 0.0248, -0.0768, 0.0423, -0.0320, -0.0583, 0.0525, 0.0376, -0.0326, 0.0065, 0.0071, -0.0639, 0.0513, 0.0435, -0.0763, 0.0451, 0.0115, -0.0806, -0.0087, 0.0179, -0.0582, 0.0034, 0.0545, -0.0787, 0.0604, 0.0423, -0.0693, 0.0819, 0.0011, -0.0876, 0.0598, -0.0047],
  "gap_ev": 10.844,
  "largest_force_ev_per_a": 3.5
}

(2)
{
  "formula": "H4N",
  "method": "ωB97M-V/def2-TZVPD",
  "symbols": ["N", "H", "H", "H", "H"],
  "coordinates": [[0.0063, 0.0008, -0.0072], [-0.1556, -0.0951, -1.0001], [-0.8382, -0.3871, 0.4187], [0.7931, -0.5976, 0.1786], [0.1759, 0.9570, 0.2682]],
  "atomic_forces_ev_per_a": [[-0.8, -0.8, -0.4], [0.0, 0.5, -0.7], [0.1, 0.1, 0.5], [0.7, -0.3, 0.6], [0.1, 0.5, 0.1]],
  "lowdin_charge": [0.3514, 0.1591, 0.1706, 0.1565, 0.1624],
  "gap_ev": 20.253,
  "largest_force_ev_per_a": 1.2,
  "charge": 1,
  "smiles": "[NH4+]"
}

(3)
{
  "formula": "H4N2",
  "method": "ωB97M-V/def2-TZVPD",
  "symbols": ["N", "N", "H", "H", "H", "H"],
  "coordinates": [[0.7088, -0.3560, -0.0423], [-0.6895, -0.2500, -0.0453], [0.9424, 0.6545, -0.1859], [1.0089, -0.8095, 0.8627], [-1.1797, -1.1870, -0.2197], [-1.0418, 0.3054, 0.7336]],
  "atomic_forces_ev_per_a": [[0.4, 0.4, 0.6], [-2.2, -1.5, -0.7], [0.9, -1.6, 0.7], [0.2, 1.4, -1.2], [1.1, 2.1, 0.7], [-0.3, -0.8, -0.1]],
  "lowdin_charge": [-0.1371, -0.1675, 0.0800, 0.0759, 0.0954, 0.0533],
  "gap_ev": 10.124,
  "largest_force_ev_per_a": 2.8,
  "smiles": "NN"
}

(4)
{
  "formula": "H4N2",
  "method": "ωB97M-V/def2-TZVPD",
  "symbols": ["N", "N", "H", "H", "H", "H"],
  "coordinates": [[0.7316, 0.0079, -0.2205], [-0.6034, -0.0671, 0.0678], [0.8270, 0.8476, 0.2463], [1.0776, -0.7925, 0.5335], [-0.9025, -0.7971, -0.4872], [-1.1303, 0.8012, -0.1399]],
  "atomic_forces_ev_per_a": [[3.1, -3.4, 1.6], [-4.3, 0.7, 1.2], [2.4, 2.2, 1.2], [-0.1, 2.9, -2.4], [-1.9, -1.5, -1.4], [0.7, -0.9, -0.3]],
  "lowdin_charge": [-0.1210, -0.1581, 0.0177, 0.1440, 0.0276, 0.0898],
  "gap_ev": 9.430,
  "largest_force_ev_per_a": 4.9,
  "smiles": "NN"
}

(5)
{
  "formula": "H4N2O2P",
  "method": "ωB97M-V/def2-TZVPD",
  "symbols": ["N", "P", "N", "O", "O", "H", "H", "H", "H"],
  "coordinates": [[-1.2020, -0.1656, 0.4174], [0.5312, -0.1478, 0.3909], [0.5668, 0.6750, -1.1224], [0.9020, -1.6344, 0.2218], [1.2155, 0.7101, 1.4132], [-1.4994, -0.7395, 1.1933], [-1.6269, 0.6778, 0.7567], [1.3618, 0.3239, -1.6589], [-0.2493, 0.3006, -1.6121]],
  "atomic_forces_ev_per_a": [[-0.6, -0.1, 1.1], [0.7, -1.8, -0.4], [0.1, -0.3, -0.7], [-0.4, 2.1, 0.4], [-0.5, -0.4, -0.2], [0.2, -1.0, -0.1], [0.2, 1.2, -0.4], [0.0, 0.3, 0.2], [0.3, 0.2, 0.0]],
  "lowdin_charge": [-0.1295, 0.1579, -0.1395, -0.4776, -0.4429, 0.0101, 0.0058, 0.0141, 0.0017],
  "gap_ev": 8.919,
  "largest_force_ev_per_a": 2.1,
  "charge": -1,
  "smiles": "NP(N)(=O)[O-]"
}

(6)
{
  "formula": "H4N2O2S",
  "method": "ωB97M-V/def2-TZVPD",
  "symbols": ["N", "N", "O", "O", "S", "H", "H", "H", "H"],
  "coordinates": [[-0.2598, 0.2458, -1.1634], [0.0118, 0.3273, 1.3587], [2.5983, -1.4022, -0.0955], [1.0224, 2.1449, -0.0799], [0.9025, 0.7173, -0.0241], [-0.1266, 0.6839, -2.0655], [-0.2988, -0.7611, -1.2535], [0.0853, -0.6514, 1.6060], [0.2257, 0.9146, 2.1542]],
  "atomic_forces_ev_per_a": [[-0.2, 0.2, 0.4], [-0.3, 0.0, -0.3], [-0.5, 0.6, 0.0], [-0.1, 1.0, 0.0], [0.4, -2.0, 0.1], [0.2, 0.1, 0.0], [0.1, -0.1, 0.0], [0.2, -0.1, 0.0], [0.2, 0.2, -0.1]],
  "lowdin_charge": [-0.1632, -0.1624, -0.2029, -0.4289, 0.7551, 0.0541, 0.0458, 0.0463, 0.0560],
  "gap_ev": [6.991, 7.368],
  "largest_force_ev_per_a": 2.1
}

ΔE to the lowest compared entry with this formula, charge and spin, respectively: 53.3 5.7 40.1 112.2 33.0 566.1 kJ/mol.